(1)
Below is 2 unconnected molecules or ions with the total composition C8H16, with properties calculated with ωB97M-V with the def2-TZVPD basis set.

Max |F| ... 2.7 eV/A
Structure (SMILES) ... C/C=C/C.C/C=C/C
E_HOMO ... -0.3317 hartree
LUMO energy ... 1.10 eV
Energy relative to the best compared isomer or geometry (same formula, charge and spin) ... 1.207 eV

Geometry as XYZ:
```
24
Properties=species:S:1:pos:R:3:forces:R:3:nbo_charge:R:1
H 0.58061 0.03612 0.93712 -0.310 0.007 -0.333 0.21
H -3.99893 0.09791 0.69115 -0.238 0.059 0.494 0.21
H 0.03345 3.86856 -0.81737 0.286 0.021 0.323 0.21
H -0.07381 5.85503 0.91503 0.068 -0.502 0.055 0.20
H 1.74245 4.19489 -0.39056 -0.378 -0.119 0.037 0.21
C 0.49157 4.48931 2.47445 -1.136 0.862 -1.523 -0.19
C -1.49970 -0.08463 0.23966 0.719 0.552 0.791 -0.19
H -1.47723 0.11571 2.38073 0.309 0.105 -0.623 0.19
C 0.31263 4.85764 1.16300 1.261 -2.094 1.224 -0.19
H -3.74570 1.11259 2.14566 -0.120 -0.369 -0.106 0.22
H 0.86366 2.84786 0.39846 -0.051 0.517 -0.094 0.21
H -2.08132 -0.24362 -0.67797 -0.134 0.233 0.534 0.19
H 0.25866 -0.92715 -0.53861 0.362 0.403 0.083 0.21
C 0.00000 0.00000 0.00000 -0.305 -0.683 -0.003 -0.64
C -3.52839 0.13277 1.68814 -0.517 0.134 -0.700 -0.64
H -1.03673 5.07801 3.94506 0.403 -0.026 -0.143 0.22
H 0.91541 3.52194 2.77468 -0.150 0.217 -0.626 0.19
C -2.05834 0.04403 1.45187 0.086 -0.360 -0.186 -0.19
H 0.66019 5.05624 4.51891 -0.393 0.286 -0.133 0.21
C 0.00634 5.30260 3.66545 0.617 0.141 -0.197 -0.65
C 0.76509 3.87472 0.00803 -0.403 1.090 0.937 -0.64
H 0.09026 6.38270 3.45825 -0.129 -0.374 0.156 0.21
H -3.97598 -0.65580 2.31618 0.379 0.252 -0.142 0.21
H 0.28734 0.86198 -0.62533 -0.225 -0.353 0.174 0.21
```
Forces are in eV/Å.

---

(2)
Below is a molecular structure, C8H16B5F20Li3O2, with properties calculated with ωB97M-V with the def2-TZVPD basis set.

Total charge ... -1
Max |F| ... 5.0 eV/A
E_HOMO (spin up / spin down) ... -0.2535 / -0.2535 hartree
LUMO energy (spin up / spin down) ... 0.48 / -5.13 eV
2S+1 ... 2

Geometry as XYZ:
```
54
Properties=species:S:1:pos:R:3:forces:R:3:nbo_charge:R:1
B -1.53941 -2.43231 1.16460 -1.767 -2.846 0.681 1.29
F 3.58989 -3.49355 1.79632 -0.341 0.632 -0.707 -0.57
F -2.65467 -2.85855 1.92743 -0.100 0.799 0.025 -0.57
F 0.95262 2.00885 5.10443 -0.545 1.497 0.095 -0.56
O -0.03375 4.21417 2.52725 0.264 0.189 1.753 -0.01
H -2.42280 5.71413 1.19289 0.001 -0.192 -0.322 0.23
F -1.48305 -1.11929 0.90575 -0.135 3.051 0.277 -0.56
Li 3.00925 0.64612 1.78638 -0.026 -1.090 0.683 0.94
C -1.93042 4.74223 1.15983 -0.770 -0.984 1.342 -0.44
H -2.53657 3.95685 0.70833 -0.719 0.262 0.739 0.26
F 1.08787 -0.51063 1.34355 -0.161 -0.259 -0.120 -0.57
B 0.95698 -4.00472 -1.53808 3.428 -2.957 1.592 1.31
F 2.21058 0.30704 4.57010 3.268 -2.568 1.853 -0.53
H -0.49186 3.69421 -0.05641 -0.219 -0.065 -0.134 0.28
C -0.70328 -0.73110 -3.87808 -0.354 -0.882 0.094 -0.06
F 5.21608 -2.00642 2.28029 2.863 1.466 -1.257 -0.57
B 3.97718 -2.38633 2.60528 -0.128 -3.010 -2.156 1.31
F -0.42536 -2.85039 1.83337 1.523 0.292 1.465 -0.56
Li -0.40547 -1.95016 -1.10583 0.195 -0.390 -0.139 0.89
B 1.42965 1.21872 4.07891 -1.222 -0.144 1.825 1.30
F 1.19785 -3.19443 -0.45554 -0.133 1.788 0.815 -0.56
C -2.35926 -2.37702 -3.26042 0.413 1.281 -0.433 -0.06
F 2.07663 1.88862 3.09582 1.155 1.978 -2.384 -0.58
H -1.06712 -0.89550 -5.97061 -0.107 -0.139 -0.246 0.21
O -1.38133 -1.36626 -2.79674 -1.149 -0.234 1.219 -0.59
H 1.42419 4.45961 1.26429 0.082 -0.489 -0.395 0.29
H -2.25550 -3.36199 -2.80526 0.990 0.085 -0.214 0.23
H 0.66683 5.88095 1.56738 -0.295 0.827 0.800 0.30
H -3.34658 -2.08510 -2.90255 -0.090 0.597 -0.175 0.17
F 2.20360 -4.37815 -2.10720 -0.019 0.650 -0.725 -0.58
F 0.43378 -5.17642 -1.06929 -1.345 -1.257 0.224 -0.56
H -0.63541 5.44538 -0.37020 0.240 -0.188 -0.090 0.24
H -1.49664 5.34726 3.16109 -0.004 0.023 0.773 0.26
H -3.16037 -2.44533 -5.28339 -0.437 0.402 0.121 0.21
B 1.30815 0.16206 0.14357 -0.858 -0.177 -0.057 1.34
F -1.60418 -3.05073 -0.05387 -0.118 -0.793 -1.872 -0.56
H -1.82555 3.57089 3.12926 -0.054 0.164 0.139 0.28
H -1.68098 -3.12896 -5.20375 0.919 0.266 0.296 0.22
F 0.80904 1.45825 0.31861 -0.428 1.085 -0.106 -0.59
F 3.12845 -1.33210 2.52288 -1.801 2.735 -0.670 -0.59
F 0.69689 -0.42809 -0.95725 0.119 0.084 0.012 -0.56
C -1.39762 4.42012 2.59655 -2.454 -0.738 -0.337 -0.13
F 0.38883 0.49763 3.54355 -2.962 -0.450 -1.231 -0.60
C -1.65927 -0.95596 -5.05748 2.006 1.952 -0.760 -0.43
F 0.14774 -3.39039 -2.39527 -1.792 1.572 -2.270 -0.57
F 3.98681 -2.86649 3.81677 -0.228 -1.153 4.846 -0.55
H 0.24142 -1.26981 -3.95178 0.130 -0.119 -0.689 0.19
C -2.20422 -2.26610 -4.79170 -2.045 -3.325 0.273 -0.45
Li 0.01242 -1.18944 2.87351 0.566 -0.273 -0.705 0.95
C -0.68572 4.66835 0.39255 2.268 0.831 -1.618 -0.42
H -2.44494 -0.20819 -5.16542 0.053 0.226 0.440 0.20
H -0.41832 0.29906 -3.66433 -0.573 0.106 0.300 0.18
C 0.41340 4.82877 1.43783 1.902 -0.304 -2.571 -0.14
F 2.68346 0.28063 -0.00815 0.998 0.187 -0.298 -0.57
```
Forces are in eV/Å.

---

(3)
Below is a molecular structure, C8H16BBrFO2Sr, with properties calculated with ωB97M-V with the def2-TZVPD basis set.

Total charge ... +1
Max |F| ... 6.7 eV/A
E_HOMO ... -0.3908 hartree
LUMO energy ... -6.42 eV
Energy relative to the best compared isomer or geometry (same formula, charge and spin) ... 0.000 eV

Geometry as XYZ:
```
30
Properties=species:S:1:pos:R:3:forces:R:3:lowdin_charge:R:1
H -0.60900 -2.96429 0.28485 0.206 -0.057 0.035 0.11
O 0.23689 1.40694 -2.13692 0.697 0.332 -0.026 0.11
H 0.95314 0.95009 0.43852 -0.065 0.138 0.260 0.04
H -2.12183 2.31902 -2.51251 0.005 -0.041 0.066 0.12
H 2.84100 0.17582 2.76585 -0.032 0.306 -0.121 0.10
C 1.28589 -1.12159 1.87734 -0.060 -0.034 -0.179 -0.12
H 3.19032 -0.39872 1.13195 0.077 -0.228 0.310 0.12
C 2.37514 -0.07362 1.78922 0.015 0.287 0.687 -0.37
C -0.05644 -2.21849 -0.30027 -0.158 -0.170 -0.053 -0.10
H 2.55811 1.69094 0.44761 -0.030 0.244 0.179 0.08
Br 1.08932 2.53026 2.47192 -6.177 -2.412 -0.573 0.46
C -0.78235 0.81926 -1.93480 -1.251 -0.399 0.177 -0.51
C -3.39837 0.74571 -1.72031 -0.098 -0.202 -0.137 -0.09
C -2.10732 1.55606 -1.72989 0.347 0.247 0.015 -0.14
H 1.83422 -0.84349 -0.34049 -0.202 0.037 -0.079 0.14
H -1.97487 2.11486 -0.79579 -0.073 0.007 -0.056 0.11
H -2.04654 -1.31691 -0.35790 -0.057 -0.005 -0.201 0.12
H -0.77431 -0.21300 0.13827 -0.086 -0.163 0.152 0.10
H -3.83696 0.65116 -0.72864 0.055 0.060 0.063 0.07
F 2.27433 -2.88532 0.41827 0.138 0.129 -0.188 0.03
H 0.17937 -2.68401 -1.26116 -0.238 -0.023 -0.043 0.11
C -1.00254 -1.05490 -0.53664 0.167 0.208 0.119 -0.19
H -4.14192 1.21101 -2.36653 -0.013 -0.014 0.064 0.08
H 0.29393 -0.66196 2.00525 0.203 0.150 0.210 0.09
Sr 3.17286 3.55762 2.79161 5.686 2.448 0.711 1.38
H -3.23120 -0.26500 -2.08997 0.008 0.048 -0.083 0.08
C 1.84663 1.10605 1.04370 0.764 -0.702 -1.281 -0.34
O -0.84552 -0.53197 -1.88128 0.392 0.001 -0.104 -0.02
H 1.44583 -1.78537 2.72853 0.015 -0.202 -0.224 0.10
B 1.35219 -1.81616 0.36020 -0.236 0.011 0.303 -0.67
```
Forces are in eV/Å.

---

(4)
Below is a molecular structure, C8H16BCdNO6, with properties calculated with ωB97M-V with the def2-TZVPD basis set.

Total charge ... +2
Max |F| ... 1.7 eV/A
E_HOMO ... -0.5232 hartree
LUMO energy ... -12.37 eV

Geometry as XYZ:
```
33
Properties=species:S:1:pos:R:3:forces:R:3:nbo_charge:R:1
O -2.38903 0.75186 1.89873 -0.166 0.274 0.274 -0.57
O -0.93234 3.39001 0.67849 0.763 0.449 -0.610 -0.99
H 2.72267 -3.72162 0.69041 -0.023 -0.001 -0.008 0.25
C 0.01249 -1.96899 -0.29948 0.015 -0.349 -0.003 -0.23
H 2.46276 -2.09230 1.30429 -0.054 -0.015 0.010 0.19
C -1.64865 -0.18793 1.85992 0.239 -0.169 -0.234 0.80
C 1.95309 -2.97315 0.87725 -0.035 -0.163 0.043 -0.44
H -1.71900 4.34147 -1.50733 -1.074 -0.592 -1.137 0.47
N 1.24521 -2.68658 -0.34569 0.290 0.673 0.094 -0.45
O -1.98546 -1.44106 2.19065 0.261 0.070 0.425 -0.68
H -0.52281 -2.15264 -1.23353 0.099 0.070 -0.050 0.22
H 2.35182 -0.42653 -0.12416 -0.079 0.043 0.193 0.22
H -0.01300 -0.36887 -3.00988 0.059 0.080 -0.070 0.22
H 1.84998 -2.40533 -1.10947 -0.064 -0.303 -0.120 0.39
H 1.60164 1.17310 0.03934 0.017 -0.084 0.098 0.14
H -0.59074 -2.40594 0.49825 -0.078 0.100 -0.034 0.24
O -1.51583 1.43933 -0.70537 1.359 0.239 0.222 -0.69
C -0.19431 -0.07479 1.42813 -0.081 -0.413 0.035 -0.50
O -1.09849 3.61027 -1.67112 0.081 0.650 0.824 -0.90
C 1.48719 0.16914 -0.40924 0.162 0.248 -0.437 -0.07
Cd -0.33104 5.36363 -0.23493 0.611 0.132 0.388 1.48
C 0.18654 0.44060 -2.30349 0.000 -0.163 -0.153 -0.12
H 0.04956 1.37436 -2.85830 0.056 0.087 0.207 0.21
B -1.17974 2.68887 -0.57018 -0.378 0.051 -0.030 1.33
H -0.15810 3.04989 1.15881 -0.573 -0.487 0.490 0.54
C -0.76042 0.26986 -1.11878 -0.825 -1.212 -0.405 0.09
O 1.51609 0.28312 -1.82110 -0.170 0.037 0.077 -0.51
H -2.74709 -1.42845 2.79427 -0.258 -0.032 -0.371 0.52
H 0.39622 -0.75704 2.04424 -0.010 0.056 0.017 0.26
H 1.25702 -3.36124 1.62156 0.016 0.002 -0.016 0.22
H 0.11906 0.93399 1.69988 0.021 0.008 -0.131 0.20
H -1.54286 -0.42215 -1.41986 -0.222 0.181 0.141 0.23
C 0.11759 -0.40489 -0.04231 0.041 0.533 0.269 -0.09
```
Forces are in eV/Å.

---

(5)
Below is a molecular structure, C8H16ClIrO4S4, with properties calculated with ωB97M-V with the def2-TZVPD basis set.

Total charge ... +3
Max |F| ... 1.9 eV/A
E_HOMO (spin up / spin down) ... -0.7660 / -0.7885 hartree
LUMO energy (spin up / spin down) ... -12.57 / -14.50 eV
Energy relative to the best compared isomer or geometry (same formula, charge and spin) ... 0.665 eV
2S+1 ... 2

Geometry as XYZ:
```
34
Properties=species:S:1:pos:R:3:forces:R:3:nbo_charge:R:1
H 3.19715 -0.93943 1.03377 -0.010 0.029 -0.004 0.31
C -1.08987 -2.17379 1.75430 -0.023 0.199 0.015 -0.55
C 1.82171 1.77855 -0.11338 0.033 0.052 -0.134 -0.55
H 1.40489 1.94384 0.87764 -0.037 -0.003 -0.015 0.25
C 1.60155 -2.33885 0.66618 0.022 0.076 0.072 -0.56
S 1.74269 0.02473 -0.56402 0.013 0.158 0.039 0.64
H 1.72453 -2.98596 1.53730 -0.019 0.001 0.010 0.31
H -2.01367 -0.64207 2.95818 -0.013 0.022 -0.006 0.31
S -0.15455 -2.38424 0.19421 0.132 -0.136 -0.074 0.60
O -1.15405 -1.88270 -4.68430 -0.175 -0.046 0.178 -0.57
H -0.56689 -2.76662 2.50739 0.002 -0.004 0.007 0.30
H -1.33798 3.68476 -0.18494 0.014 -0.009 0.006 0.31
Ir -0.43760 -0.43063 -1.09996 -0.507 0.393 -0.399 0.69
C -1.55126 1.91270 1.06008 -0.040 0.110 0.036 -0.54
O -1.85579 -1.65411 -2.38981 0.379 -0.020 0.522 -0.77
H -2.04919 -2.65775 1.56130 -0.023 0.028 -0.010 0.30
H -2.35223 2.26419 1.71649 0.001 -0.034 0.006 0.31
H 1.61707 2.43313 -2.18825 0.038 -0.021 0.018 0.30
C 1.10068 2.52279 -1.22979 0.064 0.023 0.136 -0.57
H -2.63434 2.61223 -0.69151 -0.006 -0.024 0.022 0.30
S -1.86896 0.16541 0.72198 0.099 -0.299 -0.279 0.53
C 2.10752 -0.93007 0.93197 0.146 -0.103 -0.004 -0.55
H -0.33330 -0.26024 2.53655 0.008 -0.006 -0.021 0.24
C -1.25262 -0.71864 2.17775 -0.030 -0.281 0.003 -0.54
Cl -0.75080 -1.94606 -3.36319 0.392 1.783 -0.665 2.45
H 1.00976 3.58791 -1.00573 -0.005 0.006 -0.015 0.31
H 2.11720 -2.81557 -0.17118 0.033 0.028 0.002 0.30
H 1.67851 -0.45882 1.81393 -0.036 -0.008 -0.017 0.25
O 0.08090 -2.99434 -2.97667 -0.099 -0.635 0.235 -0.67
H -0.60160 2.03133 1.57759 0.013 0.000 -0.026 0.24
C -1.62632 2.63413 -0.27006 -0.097 0.047 0.028 -0.57
O 0.13082 -0.58340 -3.02231 -0.330 -1.161 0.552 -0.73
H 2.87994 2.05395 -0.10050 0.004 -0.016 -0.004 0.31
S -0.58387 1.91366 -1.57102 0.056 -0.149 -0.217 0.62
```
Forces are in eV/Å.

---

(6)
Below is C8H16ClN2O5PS in the gas phase, with properties calculated with ωB97M-V with the def2-TZVPD basis set.

Max |F| ... 1.1 eV/A
Structure (SMILES) ... C=CC[C@]1(CCCN)OS(=O)(=O)O[C@@]1(Cl)P(N)O
E_HOMO ... -0.3533 hartree
LUMO energy ... 0.44 eV

Geometry as XYZ:
```
34
Properties=species:S:1:pos:R:3:forces:R:3:nbo_charge:R:1
C -0.16319 0.01026 0.87994 0.015 -1.025 0.328 0.26
H 2.17343 -1.55757 -3.02016 0.064 -0.023 0.044 0.19
Cl -0.51374 2.52418 1.92424 -0.138 0.055 -0.037 -0.03
S 1.94835 0.44160 2.14550 0.282 0.150 -0.116 2.55
H -1.84965 -1.30848 0.87321 0.077 -0.028 -0.083 0.23
C 1.31053 -1.73019 -2.37202 0.177 0.259 -0.154 -0.22
C 1.42959 -0.75590 -1.18988 -0.007 -0.721 0.039 -0.42
O 2.92832 -0.47391 1.67728 0.029 0.057 -0.071 -0.91
P -0.32042 2.50075 -0.91684 0.057 0.515 -0.233 1.33
H -0.39768 -1.65126 -0.51754 -0.180 0.188 -0.013 0.21
H -4.11245 -0.82403 2.07606 -0.189 0.244 -0.149 0.19
O -1.08505 1.35999 -1.81867 0.022 -0.257 0.159 -1.00
H 0.94090 -1.77185 0.58956 -0.219 -0.173 0.055 0.26
H -0.62782 -2.24473 -2.93508 -0.076 0.059 0.053 0.36
H 1.24244 2.05069 -2.52228 0.031 0.076 -0.194 0.38
H 1.95209 2.65930 -1.19560 0.092 0.283 -0.061 0.40
H -0.24481 -0.66814 -3.24680 -0.036 0.082 -0.158 0.35
H 1.32919 0.24373 -1.57702 0.010 0.425 -0.032 0.18
H -2.22943 0.32619 0.37930 0.171 0.021 -0.188 0.25
H 2.43616 -0.86974 -0.79082 0.069 0.323 0.010 0.24
N 1.14003 2.75891 -1.80283 -0.084 -0.708 0.471 -1.16
H -3.94677 0.12185 3.65818 0.053 -0.319 0.215 0.21
H -1.60989 0.46327 3.22745 0.081 0.248 -0.146 0.22
O 2.16385 1.18037 3.33036 -0.075 -0.047 0.083 -0.87
N 0.11074 -1.61047 -3.19691 0.058 -0.212 0.263 -0.84
H 1.40885 -2.75591 -2.01404 -0.122 -0.054 -0.029 0.19
C -3.49193 -0.24667 2.75085 -0.117 -0.075 -0.058 -0.39
O 1.62631 1.47550 0.91035 0.097 -0.339 -0.077 -0.72
O 0.52900 -0.24238 2.17672 -0.069 0.432 -0.120 -0.72
H -0.86149 0.44351 -1.61130 0.089 -0.031 -0.197 0.49
C 0.42408 -1.08506 -0.07668 0.115 0.359 -0.405 -0.48
C -2.23123 0.02284 2.46320 0.049 0.060 0.140 -0.18
C -1.65050 -0.26029 1.09564 -0.181 -0.066 0.537 -0.49
C 0.24219 1.47364 0.64664 -0.143 0.240 0.124 -0.07
```
Forces are in eV/Å.

---

Total energy, record by record: -8553.9044, -71031.8742, -86912.5628, -27552.8613, -75409.6479, -54418.3180 eV